The following is a DFT calculation (ωB97M-V/def2-TZVPD) of one molecule with the formula C3H7N3O2 at a distorted geometry.

Its HOMO energy is -9.2 eV. The frontier orbital gap comes out at 9.9 eV. The calculation puts the molecular weight at 117.1 u. The electronic energy is -433.13023 Eh. Its total charge is 0.

Last column: Löwdin charge in e.
Element x y z (Å)
H1 -0.6363 -0.4694 3.0697  0.1101
N1 -0.1396 -0.4351 2.0729  0.0109
C1 -0.5676 -0.9041 0.8161  -0.2074
N2 -0.2618 -0.6987 -0.4692  -0.2336
N3 -1.4726 -0.4640 -1.1720  0.1137
C2 1.0702 -0.1354 -0.7910  -0.0190
C3 0.7257 1.3504 -0.3607  -0.5924
O1 0.5116 2.0778 -1.2618  0.1101
O2 0.7983 1.6182 0.9266  0.0485
H2 -1.5095 -1.2486 0.8041  0.0674
H3 -1.3664 0.4947 -1.4017  0.0638
H4 -1.1546 -0.8983 -2.0791  0.1226
H5 1.7491 -0.6601 -0.0064  0.1490
H6 1.3273 -0.4749 -1.8173  0.1298
H7 0.9263 0.8474 1.6697  0.1261